Below is C22H44N3O2P3Ru as an isolated structure in a non-equilibrium geometry, with properties calculated with ωB97M-V with the def2-TZVPD basis set.

Structure (XYZ):
```
75
Properties=species:S:1:pos:R:3:forces:R:3
Ru 0.31843 -0.11349 0.68238 -1.1 2.4 0.5
P 2.01008 -0.92873 1.96842 3.3 -1.1 2.6
P 1.75372 1.81055 0.07634 0.9 0.3 -1.4
P -0.36879 -2.20364 0.17990 -1.5 -3.4 -1.0
H -0.02340 2.07633 -7.23176 -0.4 0.1 -0.1
C -1.00115 1.61256 -7.08349 -0.5 0.4 0.2
C -2.00923 2.13046 -6.36063 0.4 -0.4 -1.0
H -2.10887 3.13441 -5.94754 0.6 -0.3 0.1
C 3.31622 -2.04073 1.23622 -0.5 0.1 -0.2
C 3.13928 0.19279 2.93430 -0.3 0.2 -0.1
C 1.30953 -1.89329 3.37176 -0.2 -0.1 -0.1
C 1.13205 3.00892 -1.14697 0.1 -0.2 0.1
C 1.94737 2.83332 1.56176 -0.4 0.1 0.7
C 3.38879 1.21935 -0.49684 -0.2 0.2 0.0
C -1.72434 -2.22196 -1.05130 0.0 0.3 -0.2
C -1.19303 -3.14899 1.54343 0.1 0.2 0.1
C 0.84121 -3.40748 -0.52331 0.1 0.2 -0.1
H -1.17889 0.68080 -7.63763 0.2 0.2 0.4
H -2.89027 1.50556 -6.26430 -0.2 0.4 -0.2
H 4.02020 -2.33337 2.03873 -0.4 0.2 -0.4
H 3.85692 -1.48828 0.44752 -0.2 -0.4 0.3
H 2.85025 -2.93636 0.80173 0.5 0.4 0.2
H 3.90270 -0.40745 3.46292 -0.4 0.2 -0.3
H 2.49978 0.72426 3.65622 0.5 -0.1 -0.3
H 3.64924 0.91544 2.28277 -0.1 -0.3 0.4
H 1.87919 -2.82611 3.51255 -0.2 0.3 0.0
H 0.25662 -2.13318 3.18367 0.4 0.0 0.3
H 1.36766 -1.26989 4.27480 0.0 -0.3 -0.3
H 1.66834 3.95077 -1.00511 0.0 -0.1 -0.1
H 0.05744 3.15541 -0.98362 0.3 0.1 0.0
H 1.29091 2.62316 -2.15958 0.0 0.2 0.1
H 3.00356 2.85305 1.86928 -0.4 0.0 -0.2
H 1.33025 2.44566 2.39353 0.4 0.3 -0.3
H 1.62566 3.84691 1.27175 0.1 -0.4 0.2
H 3.92894 2.09295 -0.89556 0.0 -0.4 0.1
H 3.24745 0.46889 -1.29116 0.1 0.4 0.2
H 3.95465 0.76042 0.32733 -0.1 0.3 -0.4
H -2.04929 -3.25754 -1.21642 0.1 0.2 0.1
H -1.38181 -1.80017 -2.00470 -0.2 -0.1 0.2
H -2.55114 -1.62136 -0.64274 0.4 -0.5 -0.4
H -1.95432 -3.81252 1.10760 0.3 0.2 0.0
H -1.68832 -2.46316 2.24495 0.1 -0.3 -0.2
H -0.46100 -3.76219 2.08373 -0.2 0.2 -0.1
H 0.35615 -3.98622 -1.32663 0.1 0.2 0.4
H 1.19007 -4.10255 0.25763 -0.1 0.3 -0.3
H 1.70151 -2.86342 -0.94252 -0.3 -0.3 0.0
C -0.75490 0.62051 -2.62741 -0.9 0.1 1.3
C 0.42488 0.05682 -3.19547 0.1 -0.8 -0.7
C 0.36595 -0.58987 -4.44278 1.6 0.4 1.2
C -0.86091 -0.84597 -5.08122 -0.1 0.3 -0.3
C -1.97083 -0.15853 -4.56727 -1.2 1.3 0.7
C -1.89516 0.69710 -3.46563 -0.8 -1.0 -0.9
O -0.90213 0.94866 -1.37151 0.4 -0.6 -1.8
H 0.87810 0.68348 -0.80345 0.0 0.5 0.8
H 1.28828 0.08430 -2.51870 0.1 -0.1 -0.9
H 1.31642 -0.88879 -4.89965 -0.5 -0.2 0.2
H -0.96810 -1.45620 -6.01172 0.3 0.6 1.0
H -2.91131 -0.17332 -5.11976 0.3 -0.3 0.3
H -2.70884 1.33733 -3.10534 0.1 -0.5 -0.4
C -1.35915 1.66439 5.57685 0.4 0.4 1.0
N -1.85990 1.05602 4.35124 0.2 0.1 0.1
C -3.15758 0.68064 4.19188 1.1 -0.4 -0.3
C -3.52197 0.20542 2.97261 -0.4 -0.4 -0.1
C -2.58406 0.19210 1.91711 -0.3 0.4 -0.6
N -1.26832 0.31670 2.18209 0.6 0.7 -0.6
C -0.87357 0.84038 3.39543 0.7 0.3 1.0
O 0.30460 1.12098 3.68827 -1.5 -0.7 -1.2
N -2.94458 0.08407 0.61264 -0.4 0.2 0.3
H -0.64551 0.97611 6.07130 -0.4 0.5 -0.3
H -2.18377 1.88945 6.25955 0.1 -0.2 -0.2
H -0.85385 2.61781 5.33894 -0.2 -0.6 0.1
H -3.79074 0.74025 5.08369 0.1 0.1 -0.6
H -4.49825 -0.18244 2.77787 -0.6 0.2 0.0
H -3.93289 -0.03551 0.34746 0.8 0.3 0.5
H -2.34222 0.49823 -0.11645 -0.3 -0.3 0.5
```
Positions in Å, forces in eV/Å.

Summary:
Spin multiplicity: 6
Net charge: +3
E_HOMO (alpha / beta) in eV: -16.1 / -16.1
ΔE to the lowest compared entry with this formula, charge and spin in kcal per mole: 20.6
Kohn-Sham gap (alpha / beta) in eV: 7.757 / 4.372
Strongest force on any atom in hartree/bohr: 0.08444

Here are the Mulliken charges for atoms 1 to 2, given in e: Ru 0.824; P 0.988

Below is C22H44N3O2P3Tb as an isolated structure in a non-equilibrium geometry, with properties calculated with ωB97M-V with the def2-TZVPD basis set.

Structure (XYZ):
```
75
Properties=species:S:1:pos:R:3:forces:R:3
Tb -0.89108 1.26122 -2.79778 1.5 0.4 3.2
P 0.15010 -0.21540 2.80598 0.4 -2.5 0.2
P -2.83679 -0.65108 -2.09944 -0.7 -1.1 0.9
P 2.51722 1.66213 0.94849 0.9 2.0 1.1
H -3.53602 1.01667 -4.28350 0.3 0.3 0.1
C -2.66824 1.66227 -4.12442 -2.1 0.6 -1.7
C -1.51365 1.53091 -4.92476 -0.6 0.4 -1.6
H -1.39657 0.62830 -5.53408 -0.2 0.3 0.0
C -0.90580 -0.75501 4.21318 -0.4 1.1 0.3
C -0.45093 -1.48015 1.61654 0.0 0.4 -0.5
C 1.73109 -0.99543 3.33870 0.3 0.8 -0.1
C -4.26747 -1.18827 -3.10335 0.1 0.2 -0.4
C -2.13661 -2.29050 -1.68407 0.3 -0.2 -0.1
C -3.67698 -0.21314 -0.52769 0.0 0.3 0.0
C 2.83583 2.74798 -0.50156 -0.6 -0.5 -0.7
C 4.26693 1.33634 1.40632 -0.2 -1.1 0.0
C 2.14156 2.98253 2.18577 -0.5 -0.3 0.1
H -2.91030 2.62076 -3.61997 0.1 -0.3 -0.3
H -0.97632 2.41965 -5.29706 -0.2 -0.2 0.2
H -0.61184 -1.77418 4.50433 0.0 0.3 -0.2
H -1.95914 -0.73519 3.90347 0.3 0.0 0.2
H -0.77651 -0.06355 5.05580 -0.1 -0.3 0.0
H -0.12365 -2.45461 1.99963 -0.1 0.1 -0.1
H -0.03941 -1.30580 0.61647 0.0 -0.1 0.1
H -1.54783 -1.46756 1.55907 0.3 0.0 0.0
H 1.51944 -1.93664 3.87333 0.1 0.4 -0.2
H 2.24108 -0.28027 3.99848 0.0 -0.4 0.0
H 2.38214 -1.17581 2.47510 -0.2 0.0 0.2
H -4.61692 -2.16095 -2.73343 0.0 0.3 -0.1
H -3.96490 -1.29137 -4.15166 -0.2 -0.1 0.1
H -5.08559 -0.46197 -3.04647 0.2 -0.1 0.0
H -2.95178 -3.02735 -1.65436 0.3 0.2 0.1
H -1.61589 -2.27074 -0.71851 -0.1 0.0 -0.3
H -1.41841 -2.58721 -2.46022 -0.2 -0.1 0.2
H -4.11862 -1.11879 -0.08302 0.1 0.3 -0.2
H -4.47023 0.51509 -0.75170 0.2 -0.2 0.2
H -2.98527 0.25285 0.18970 -0.2 -0.2 -0.1
H 3.81338 3.23949 -0.40409 -0.3 -0.2 0.1
H 2.04887 3.50633 -0.59399 0.2 -0.1 0.1
H 2.83651 2.13270 -1.41131 0.2 0.3 0.0
H 4.83851 2.27082 1.36072 -0.3 -0.1 0.0
H 4.68483 0.61306 0.69539 0.1 0.2 0.2
H 4.31653 0.91018 2.41462 0.1 0.1 -0.2
H 3.04062 3.59206 2.35772 -0.3 -0.2 -0.1
H 1.81721 2.52922 3.13222 0.2 0.2 -0.2
H 1.32657 3.61022 1.80085 0.2 -0.1 0.2
C -2.08506 3.06286 1.17617 0.0 -0.1 -0.1
C -2.86285 4.20549 1.37765 0.2 -0.1 -0.4
C -2.73790 5.27811 0.49190 0.1 -0.3 0.0
C -1.86308 5.19527 -0.59599 0.2 0.0 -0.2
C -1.06140 4.05928 -0.77113 -0.2 0.0 0.0
C -1.14915 2.98405 0.11923 -0.6 -0.2 0.4
O -2.32768 1.99738 2.01471 -0.1 0.3 -0.2
H -1.51983 1.51107 2.20135 0.3 0.0 -0.1
H -3.56757 4.21994 2.20916 0.2 0.0 -0.2
H -3.34590 6.16698 0.65634 0.2 -0.2 -0.1
H -1.78698 6.01607 -1.31093 0.0 -0.2 0.3
H -0.35782 4.01726 -1.61370 0.0 0.2 0.2
H -0.51176 2.08666 0.06324 -0.1 0.3 0.0
C 2.42227 -2.29365 -1.71720 0.3 -0.4 0.1
N 2.18845 -1.46004 -2.91167 0.4 -0.4 0.2
C 2.96577 -1.61045 -4.03343 -0.3 0.4 -0.4
C 2.73084 -0.84320 -5.13479 0.8 -0.8 0.0
C 1.69568 0.10809 -5.09498 -1.3 1.2 0.0
N 0.98188 0.28492 -3.95184 0.9 -0.8 0.0
C 1.22481 -0.53089 -2.89394 -1.2 0.9 0.9
O 0.46813 -0.34934 -1.85136 1.1 -0.3 -1.2
N 1.38252 0.88805 -6.14274 0.2 -0.7 0.4
H 3.48481 -2.23567 -1.44148 -0.4 0.0 -0.1
H 2.15332 -3.33782 -1.92953 0.1 0.3 0.0
H 1.80493 -1.91750 -0.90308 0.1 0.0 -0.2
H 3.74078 -2.37193 -3.95337 -0.2 0.2 -0.2
H 3.30400 -0.95220 -6.04934 0.1 -0.1 0.2
H 1.83481 0.70608 -7.02801 0.0 0.2 0.0
H 0.53616 1.45356 -6.15484 0.5 -0.3 0.1
```
Positions in Å, forces in eV/Å.

Summary:
Spin multiplicity: 7
Net charge: +3
E_HOMO (alpha / beta) in eV: -16.3 / -15.6
ΔE to the lowest compared entry with this formula, charge and spin in kcal per mole: 96.9
Kohn-Sham gap (alpha / beta) in eV: 7.003 / 3.757
Strongest force on any atom in hartree/bohr: 0.06853

Here are the Mulliken charges for atoms 1 to 2, given in e: Tb 0.499; P 0.813

Below is C22H44N5P2S2Si2Zr as an isolated structure in a non-equilibrium geometry, with properties calculated with ωB97M-V with the def2-TZVPD basis set.

Structure (XYZ):
```
78
Properties=species:S:1:pos:R:3:forces:R:3
Zr 0.67514 1.01046 0.48193 -0.2 0.6 0.9
C -1.32706 1.08479 3.90234 -0.1 -0.1 0.1
C -0.53564 1.80264 2.84470 0.0 0.0 0.0
S 1.19368 1.60538 2.92054 0.3 0.1 -0.1
C -1.14376 2.58671 1.91471 0.1 -0.1 -0.3
C -2.62604 2.84242 1.98339 -0.1 0.0 0.0
S -0.20965 3.43050 0.67596 0.1 0.1 0.0
H -0.77068 0.23423 4.29398 0.0 0.0 0.0
H -2.28550 0.72520 3.52775 0.0 0.0 0.0
H -1.52709 1.75805 4.73968 0.0 0.0 0.0
H -2.96026 2.90280 3.01798 0.0 0.0 0.0
H -3.20746 2.05187 1.50609 0.0 0.0 0.0
H -2.87222 3.78361 1.49650 0.0 0.0 0.0
C 2.32571 0.27879 -3.38054 -0.2 0.0 -0.2
P 1.21763 -0.36496 -2.08458 0.1 0.0 0.3
C 1.91745 -2.01577 -1.82660 0.1 -0.1 0.0
C -0.35883 -0.71117 -2.92645 0.1 -0.1 -0.2
C -0.45709 -1.74062 -3.86366 0.0 0.1 0.1
C -1.66307 -2.01408 -4.48475 0.0 0.0 0.0
C -2.78169 -1.25242 -4.18182 0.0 0.0 0.0
C -2.69025 -0.21543 -3.27047 0.0 0.1 0.1
C -1.48214 0.06430 -2.63419 -0.1 -0.1 0.0
P -1.27088 1.43293 -1.45171 0.0 -0.2 0.1
C -0.50416 2.69903 -2.52594 0.1 0.1 -0.1
C -2.93632 2.09351 -1.19386 -0.1 0.0 -0.3
H 2.34275 -0.42310 -4.21697 0.0 0.0 0.0
H 3.32826 0.38504 -2.97236 0.0 0.0 0.0
H 1.98656 1.24708 -3.74364 0.0 0.0 0.0
H 2.04832 -2.54983 -2.76790 0.0 0.0 0.0
H 1.25355 -2.58260 -1.18234 0.0 0.0 0.0
H 2.89195 -1.93284 -1.34674 0.0 0.0 0.0
H 0.40714 -2.34210 -4.10712 0.0 0.0 0.0
H -1.73000 -2.82220 -5.19964 0.0 0.0 0.0
H -3.72796 -1.46578 -4.65853 0.0 0.0 0.0
H -3.57448 0.36677 -3.04935 0.0 0.0 0.0
H -0.80495 2.54188 -3.56274 0.0 0.0 0.0
H 0.58546 2.65408 -2.45760 0.0 0.0 0.0
H -0.81940 3.68807 -2.19535 0.0 0.0 0.0
H -3.36554 2.39726 -2.15116 0.0 0.0 0.0
H -2.86265 2.97141 -0.56012 0.0 0.0 0.0
H -3.58083 1.34857 -0.73344 0.0 0.0 0.0
C -1.20875 -3.44877 -0.23075 -0.1 0.1 0.1
Si -1.45795 -2.06356 1.02156 0.1 -0.2 0.1
C -2.97121 -1.08697 0.47267 0.1 0.1 0.2
C -1.90807 -2.82996 2.68388 0.0 0.0 -0.2
C 0.01186 -0.94657 1.33647 -0.1 0.0 -0.2
Si 1.63974 -1.68803 1.92746 -0.1 -0.2 0.0
C 3.05120 -0.58356 1.24577 0.1 -0.1 -0.1
C 2.02900 -3.44064 1.33815 0.0 0.1 0.3
C 1.78661 -1.77300 3.79747 0.0 0.0 -0.2
H -2.18296 -3.92919 -0.35462 0.0 -0.1 0.0
H -0.51259 -4.22011 0.09846 0.1 0.0 0.0
H -0.90797 -3.10801 -1.22291 0.0 0.1 0.0
H -3.87253 -1.64648 0.72751 -0.1 0.0 0.0
H -2.98567 -0.91049 -0.60003 0.0 0.0 -0.1
H -3.03248 -0.12356 0.98842 0.0 0.0 0.0
H -2.72086 -3.55163 2.59047 -0.1 0.0 0.0
H -2.23329 -2.05829 3.38455 0.0 0.0 0.0
H -1.06446 -3.34788 3.14041 0.1 0.0 0.0
H -0.38008 -0.49611 2.26791 0.0 -0.1 -0.2
H 2.97391 -0.29105 0.18681 0.0 0.1 0.0
H 3.95542 -1.19943 1.25114 0.0 0.0 0.0
H 3.28161 0.30420 1.83171 0.0 0.0 0.1
H 1.92840 -3.65183 0.28256 0.0 0.0 -0.1
H 1.41263 -4.16502 1.87283 -0.1 0.0 0.1
H 3.06641 -3.65056 1.61166 0.0 0.0 0.0
H 1.55380 -0.83054 4.28594 0.0 0.0 0.0
H 2.80262 -2.05827 4.07806 0.0 0.0 0.0
H 1.11776 -2.53993 4.18793 -0.1 -0.1 0.0
N 3.13856 3.89200 1.85761 -0.2 0.0 -0.1
N 3.15849 3.50431 0.53831 0.0 0.1 0.2
N 3.75369 4.20181 -0.38274 0.0 0.0 0.1
C 3.61694 3.42407 -1.45615 0.0 -0.1 0.1
N 2.97119 2.29693 -1.17228 0.1 0.1 -0.2
N 2.68391 2.36511 0.11537 -0.1 -0.2 -0.2
H 3.12609 4.90834 1.86133 0.0 -0.1 0.0
H 2.28644 3.49740 2.28576 0.2 0.1 -0.1
H 3.99455 3.69077 -2.42463 0.0 0.0 -0.1
```
Positions in Å, forces in eV/Å.

Summary:
Net charge: +1
E_HOMO in eV: -10.4
ΔE to the lowest compared entry with this formula, charge and spin in kcal per mole: 7.9
Kohn-Sham gap in eV: 7.418
Strongest force on any atom in hartree/bohr: 0.02131

Here are the Mulliken charges for atoms 1 to 2, given in e: Zr -1.262; C -1.491